(1)
# C14H18N4O4S

A molecular structure, C14H18N4O4S (ωB97M-V with the def2-TZVPD basis set, the Open Molecules 2025 dataset).

Calculated values
Total charge = 0
HOMO-LUMO gap = 0.305 Ha
HOMO level = -8.71 eV

CARTESIAN COORDINATES (ANGSTROEM)
O -2.064 2.303 1.231
C -1.093 1.632 1.352
N 0.145 2.203 1.072
H 0.922 1.769 1.228
C 0.036 3.668 0.522
C 0.859 3.548 -0.802
C 0.548 2.807 -1.758
C 1.380 2.865 -3.032
C 2.320 3.763 -2.510
O 1.986 4.067 -1.146
H 3.417 4.147 -2.982
H 1.472 2.463 -4.057
H -0.605 2.099 -1.909
H 0.978 4.292 1.007
H -0.858 4.086 0.339
C -0.853 0.384 1.754
C -1.088 -0.460 0.502
N -0.878 -1.837 0.608
S 0.668 -2.512 0.564
O 0.795 -3.734 1.123
O 1.421 -1.393 1.305
C 1.326 -2.307 -1.047
C 1.675 -1.517 -2.036
N 1.884 -2.059 -3.124
C 1.278 -3.401 -3.263
N 1.009 -3.680 -1.716
H 0.634 -4.424 -1.105
H 1.452 -4.187 -3.888
H 1.865 -0.372 -1.778
C -1.842 -2.461 1.544
C -1.836 -1.740 2.692
C -2.157 -0.169 2.539
H -1.955 0.283 3.540
H -3.106 0.055 2.237
H -2.680 -2.057 3.493
H -0.755 -1.971 3.162
H -1.751 -3.519 1.493
H -2.636 -2.363 1.142
H -0.190 -0.150 -0.368
H -1.834 -0.164 -0.207
H 0.111 0.043 2.281

Atomic partial charges in e from the Mulliken method, atoms 1 to 4: number 1, O, carries -0.660; number 2, C, carries -0.347; number 3, N, carries -0.091; number 4, H, carries 0.212

---

(2)
# C14H18N4O4S

A single C14H18N4O4S molecule (ωB97M-V with the def2-TZVPD basis set, the Open Molecules 2025 dataset).

Calculated values
Total charge = 0
SMILES = CCCCCC(=O)NNC(=S)NC(=O)c1ccccc1[N+](=O)[O-]
HOMO-LUMO gap = 0.288 Ha
HOMO level = -8.47 eV

CARTESIAN COORDINATES (ANGSTROEM)
C 3.589 -4.204 5.761
C 2.146 -4.562 5.430
C 1.876 -4.642 3.927
C 2.003 -3.292 3.226
H 1.364 -2.560 3.723
H 3.029 -2.929 3.285
C 1.610 -3.383 1.752
C 1.904 -2.088 1.028
O 2.681 -1.242 1.385
N 1.170 -1.941 -0.130
N 1.379 -0.877 -0.991
C 0.701 0.296 -0.913
S 1.073 1.501 -1.965
N -0.266 0.363 0.045
C -1.369 1.193 0.116
O -2.174 1.049 1.001
C -1.466 2.319 -0.866
C -1.052 3.592 -0.488
C -1.252 4.668 -1.334
C -1.894 4.501 -2.555
C -2.344 3.251 -2.929
C -2.139 2.169 -2.081
N -2.586 0.870 -2.478
O -2.263 -0.073 -1.774
O -3.248 0.772 -3.487
H -2.851 3.087 -3.867
H -2.042 5.345 -3.209
H -0.908 5.647 -1.038
H -0.556 3.725 0.460
H -0.302 -0.406 0.709
H 2.221 -0.870 -1.556
H 0.570 -2.682 -0.472
H 0.554 -3.640 1.648
H 2.197 -4.169 1.267
H 0.864 -5.026 3.774
H 2.572 -5.353 3.475
H 1.911 -5.532 5.875
H 1.477 -3.823 5.876
H 4.274 -4.904 5.287
H 3.831 -3.200 5.423
H 3.749 -4.246 6.836

Atomic partial charges in e from the Mulliken method, atoms 1 to 4: number 1, C, carries -1.163; number 2, C, carries -0.497; number 3, C, carries -0.585; number 4, C, carries -0.449

---

We find (2) to be the most stable, with the next structure 0.4514 hartree higher.

---

(1)
# H13O6

6 unconnected molecules or ions with the total composition H13O6 (ωB97M-V with the def2-TZVPD basis set, the Open Molecules 2025 dataset).

Calculated values
Total charge = +1
HOMO-LUMO gap = 0.425 Ha
HOMO level = -14.68 eV

CARTESIAN COORDINATES (ANGSTROEM)
O 0.395 1.588 1.235
H 0.073 2.044 2.012
H 0.667 2.280 0.614
O -2.829 2.526 1.545
H -3.336 3.119 2.077
H -3.178 1.646 1.647
O 2.366 -1.642 0.693
H 3.173 -1.980 0.319
H 2.723 -0.920 1.241
O 0.753 -2.586 -1.192
H 0.982 -3.456 -1.547
H 1.587 -2.101 -1.304
O -0.544 0.757 -2.684
H -0.138 1.513 -3.096
H -1.275 0.578 -3.282
O -0.249 -0.767 0.484
H 0.524 -1.280 0.115
H -0.018 0.107 0.924
H -0.813 -0.592 -0.300

Atomic partial charges in e from the Mulliken method, atoms 1 to 4: number 1, O, carries -0.647; number 2, H, carries 0.324; number 3, H, carries 0.318; number 4, O, carries -0.620

---

(2)
# H13O6

6 unconnected molecules or ions with the total composition H13O6 (ωB97M-V with the def2-TZVPD basis set, the Open Molecules 2025 dataset).

Calculated values
Total charge = +1
HOMO-LUMO gap = 0.445 Ha
HOMO level = -15.29 eV

CARTESIAN COORDINATES (ANGSTROEM)
O -49.553 -28.763 22.221
H -48.938 -29.492 22.191
H -49.126 -28.104 22.835
H -50.477 -29.109 22.763
O -48.969 -31.450 21.828
H -49.275 -31.250 20.814
H -48.022 -31.747 21.658
O -47.796 -26.671 23.053
H -47.134 -26.480 22.478
H -48.127 -25.715 23.119
O -46.908 -29.087 20.661
H -46.875 -28.262 21.106
H -46.224 -29.742 20.572
O -52.321 -28.314 23.162
H -53.081 -28.789 23.736
H -52.899 -28.402 22.404
O -49.961 -29.867 24.964
H -49.141 -29.740 25.359
H -50.545 -29.951 25.607

Atomic partial charges in e from the Mulliken method, atoms 1 to 4: number 1, O, carries -0.443; number 2, H, carries 0.449; number 3, H, carries 0.507; number 4, H, carries 0.521

---

We find (1) to be the most stable, with the next structure 0.0654 hartree higher.

---

(1)
# C5H9NO2

2 unconnected molecules or ions with the total composition C5H9NO2 (ωB97M-V with the def2-TZVPD basis set, the Open Molecules 2025 dataset).

Calculated values
Total charge = 0
SMILES = CC(=O)O.CC#CN
HOMO-LUMO gap = 0.333 Ha
HOMO level = -8.39 eV

CARTESIAN COORDINATES (ANGSTROEM)
C -2.022 0.283 0.110
C -1.145 -0.545 -0.813
O -0.724 0.204 -1.972
O -1.374 -1.728 -0.983
H -1.417 0.875 -2.097
H -1.391 1.082 0.501
H -2.429 -0.331 0.910
H -2.856 0.737 -0.424
C 1.165 0.663 2.048
N 1.813 -0.995 -1.415
C 1.569 -0.260 -0.336
C 1.027 0.161 0.681
H 2.380 -0.562 -2.133
H 1.846 -1.999 -1.294
H 0.589 0.031 2.725
H 2.204 0.708 2.377
H 0.765 1.677 2.115

Atomic partial charges in e from the Mulliken method, atoms 1 to 4: number 1, C, carries -1.159; number 2, C, carries 0.811; number 3, O, carries -0.491; number 4, O, carries -0.555

---

(2)
# C5H9NO2

A single C5H9NO2 molecule (ωB97M-V with the def2-TZVPD basis set, the Open Molecules 2025 dataset).

Calculated values
Total charge = 0
SMILES = CCC(=O)NCC=O
HOMO-LUMO gap = 0.386 Ha
HOMO level = -9.81 eV

CARTESIAN COORDINATES (ANGSTROEM)
C 0.867 -0.833 -0.550
C 2.082 -0.431 -1.358
C -0.434 -0.233 -1.052
N -1.411 0.058 -0.150
C -1.355 0.074 1.300
C -1.014 1.446 1.849
O -1.431 1.814 2.912
O -0.622 -0.061 -2.238
H 0.692 -1.911 -0.554
H 0.998 -0.685 0.522
H 2.398 -1.190 -2.058
H 2.921 -0.217 -0.695
H 1.961 0.478 -1.932
H -2.248 0.438 -0.565
H -0.674 -0.673 1.691
H -2.343 -0.150 1.681
H -0.387 2.076 1.196

Atomic partial charges in e from the Mulliken method, atoms 1 to 4: number 1, C, carries -0.111; number 2, C, carries -1.225; number 3, C, carries 0.360; number 4, N, carries -0.163

---

We find (2) to be the most stable, with the next structure 0.0939 hartree higher.